Record 1
This record from the OMol25 dataset describes a cluster of 6 separate species, C28H72N4O12 in total at a distorted geometry. The level of theory is wB97M-V/def2-TZVPD.

XYZ file:
```
116
Properties=species:S:1:pos:R:3:lowdin_charge:R:1
C 0.342 -3.184 1.164 -0.08
O 0.993 -2.180 1.975 -0.18
C 1.307 -1.017 1.182 -0.19
C 2.334 -0.283 2.076 -0.15
N 2.708 0.967 1.346 -0.08
C 3.660 1.633 2.169 -0.24
C 4.200 2.820 1.474 -0.40
O 5.086 3.611 1.787 -0.08
C 6.310 3.123 2.113 -0.08
H -0.645 -2.997 0.864 0.05
H 0.408 -4.093 1.709 0.09
H 0.818 -3.208 0.125 0.09
H 0.357 -0.487 1.106 0.10
H 1.771 -1.300 0.281 0.09
H 3.181 -0.919 2.361 0.12
H 1.877 -0.034 3.074 0.13
H 3.128 0.856 0.379 0.14
H 4.489 0.973 2.543 0.12
H 3.131 1.969 3.126 0.15
H 3.428 3.490 1.116 0.14
H 4.476 2.353 0.544 0.11
H 6.274 2.136 2.498 0.07
H 6.811 3.766 2.742 0.08
H 6.844 2.896 1.213 0.10
C -1.273 -2.057 10.043 -0.08
O -2.024 -3.085 9.348 -0.19
C -1.980 -2.956 7.943 -0.26
C -3.075 -2.086 7.415 -0.22
N -3.455 -2.398 6.011 -0.05
C -3.918 -1.165 5.383 -0.19
C -2.733 -0.393 5.026 -0.43
O -2.725 0.336 4.031 -0.13
C -1.510 0.895 3.585 -0.06
H -0.734 -2.407 10.929 0.08
H -2.012 -1.358 10.424 0.08
H -0.507 -1.665 9.346 0.09
H -2.143 -3.954 7.593 0.11
H -0.988 -2.686 7.501 0.13
H -2.737 -1.079 7.562 0.09
H -3.933 -2.118 8.089 0.13
H -2.748 -2.945 5.461 0.13
H -4.541 -0.536 5.946 0.12
H -4.382 -1.471 4.469 0.12
H -1.987 -1.149 4.845 0.12
H -2.321 0.118 5.881 0.13
H -0.735 0.154 3.278 0.10
H -1.118 1.638 4.275 0.10
H -1.746 1.541 2.724 0.08
C -4.409 0.820 0.576 -0.14
O -3.908 -0.108 -0.277 -0.22
C -2.594 -0.576 0.022 -0.14
C -2.260 -1.453 -1.232 -0.15
N -0.836 -1.491 -1.278 -0.09
C -0.349 -2.171 -2.436 -0.17
C 1.200 -2.086 -2.472 -0.32
O 1.839 -2.341 -3.533 -0.15
C 1.640 -3.625 -4.014 -0.07
H -4.291 0.604 1.679 0.11
H -5.442 0.895 0.253 0.09
H -3.963 1.762 0.244 0.08
H -2.640 -1.066 0.956 0.11
H -1.942 0.301 0.153 0.10
H -2.712 -1.082 -2.174 0.11
H -2.659 -2.451 -1.296 0.11
H -0.499 -2.008 -0.502 0.04
H -0.754 -1.615 -3.227 0.08
H -0.797 -3.178 -2.527 0.13
H 1.585 -2.817 -1.698 0.13
H 1.651 -1.151 -2.201 0.12
H 1.803 -3.430 -5.073 0.08
H 0.715 -4.182 -3.826 0.10
H 2.519 -4.206 -3.812 0.09
C -3.770 1.668 -3.275 -0.16
O -2.643 2.392 -3.285 -0.19
C -1.781 2.330 -4.458 -0.16
C -0.981 1.004 -4.322 -0.12
N 0.070 1.027 -5.430 -0.08
C 0.896 -0.154 -5.444 -0.19
C 1.745 -0.277 -6.740 -0.35
O 2.233 -1.393 -7.064 -0.13
C 1.183 -2.368 -7.570 -0.02
H -4.337 1.704 -4.168 0.08
H -4.240 1.987 -2.260 0.13
H -3.603 0.635 -3.087 0.04
H -1.099 3.163 -4.557 0.11
H -2.323 2.642 -5.371 0.13
H -1.772 0.261 -4.441 0.11
H -0.513 0.991 -3.371 0.09
H -0.339 1.225 -6.326 0.12
H 0.192 -0.960 -5.362 0.09
H 1.447 -0.094 -4.511 0.10
H 2.538 0.458 -6.489 0.15
H 1.113 0.125 -7.553 0.13
H 1.738 -3.290 -7.842 0.09
H 0.655 -1.994 -8.484 0.09
H 0.396 -2.521 -6.758 0.09
O 2.987 2.178 -1.414 -0.04
C 2.915 2.031 -2.762 -0.30
C 1.881 2.908 -3.217 -0.28
O 1.898 2.820 -4.600 -0.06
H 2.085 2.052 -1.187 0.02
H 3.821 2.239 -3.266 0.12
H 2.831 0.990 -3.103 0.12
H 2.257 3.928 -2.983 0.15
H 0.918 2.766 -2.796 0.09
H 1.218 2.150 -4.777 0.01
O 0.344 1.125 -0.807 -0.09
C -0.459 2.287 -0.609 -0.27
C 0.076 3.144 0.457 -0.24
O 0.325 2.323 1.576 -0.07
H -0.121 0.412 -1.350 0.08
H -0.639 2.931 -1.490 0.11
H -1.511 2.231 -0.326 0.10
H -0.649 3.964 0.758 0.15
H 1.026 3.688 0.206 0.13
H 1.126 1.865 1.483 -0.01
```

The calculation puts the HOMO energy at -8.30 eV. As for the SMILES: COCCNCCOC.COCCNCCOC.COCCNCCOC.COCCNCCOC.OCCO.OCCO. The lowest unoccupied orbital energy is 0.35 eV. The calculation puts the energy above the lowest of the compared OMol25 structures with the same formula, charge and spin at 203.4 kcal/mol.

=====

Record 2
This record from the OMol25 dataset describes a cluster of 9 separate species, C28H74BBrO9 in total at a distorted geometry. The level of theory is wB97M-V/def2-TZVPD.

XYZ file:
```
113
Properties=species:S:1:pos:R:3:lowdin_charge:R:1
C -0.712 -4.278 -0.214 -0.06
B 0.146 -3.049 -0.955 -0.38
O -0.588 -2.081 -1.814 0.00
C 1.781 -2.992 -0.673 -0.19
C 2.212 -2.048 0.597 -0.72
C 2.039 -0.431 0.344 -0.15
Br 4.068 -2.574 1.125 0.57
H -0.851 -5.147 -1.019 0.09
H -1.765 -3.811 0.095 0.09
H -0.107 -4.678 0.727 0.07
H -0.340 -1.131 -1.588 0.09
H 2.399 -2.738 -1.661 0.11
H 2.111 -4.106 -0.397 0.10
H 1.504 -2.328 1.490 0.10
H 2.166 0.083 1.414 0.10
H 1.000 -0.138 -0.115 0.08
H 2.875 0.045 -0.336 0.09
C 4.004 4.485 -0.726 -0.06
C 3.175 3.277 -1.134 -0.49
C 1.871 3.697 -1.794 -0.06
O 2.889 2.490 0.019 -0.08
H 3.464 5.103 0.000 0.08
H 4.933 4.168 -0.242 0.08
H 4.254 5.104 -1.594 0.08
H 3.752 2.651 -1.824 0.14
H 1.256 4.287 -1.106 0.06
H 1.280 2.818 -2.071 0.08
H 2.058 4.292 -2.694 0.08
H 2.377 3.038 0.637 0.10
C 1.145 -1.655 -4.704 -0.06
C 2.461 -1.206 -5.321 -0.50
C 3.019 -2.261 -6.263 -0.06
O 3.405 -0.951 -4.285 -0.06
H 1.280 -2.569 -4.114 0.07
H 0.762 -0.891 -4.018 0.07
H 0.392 -1.844 -5.475 0.09
H 2.310 -0.268 -5.866 0.11
H 3.220 -3.197 -5.729 0.08
H 3.971 -1.930 -6.690 0.08
H 2.322 -2.469 -7.081 0.08
H 3.545 -1.779 -3.795 0.08
C 1.571 -7.020 3.010 -0.06
C 0.318 -7.706 2.490 -0.50
C 0.587 -9.160 2.138 -0.06
O -0.151 -7.019 1.333 -0.08
H 2.363 -7.023 2.252 0.08
H 1.366 -5.971 3.247 0.08
H 1.948 -7.516 3.910 0.08
H -0.473 -7.651 3.247 0.13
H 1.343 -9.239 1.349 0.08
H -0.321 -9.638 1.754 0.08
H 0.934 -9.720 3.012 0.08
H 0.545 -7.063 0.656 0.09
C -3.223 4.374 0.365 -0.07
C -2.169 5.130 -0.428 -0.49
C -2.646 5.427 -1.841 -0.06
O -0.975 4.353 -0.486 -0.08
H -3.450 3.410 -0.104 0.08
H -2.861 4.156 1.376 0.07
H -4.149 4.952 0.441 0.08
H -1.925 6.067 0.083 0.12
H -2.852 4.500 -2.388 0.08
H -1.872 5.960 -2.404 0.08
H -3.554 6.036 -1.831 0.08
H -1.182 3.518 -0.939 0.09
C -2.956 -6.291 5.536 -0.07
C -2.645 -7.709 5.988 -0.51
C -3.314 -8.027 7.315 -0.07
O -1.234 -7.862 6.121 -0.07
H -2.587 -5.558 6.262 0.08
H -2.458 -6.071 4.585 0.08
H -4.033 -6.145 5.408 0.08
H -2.981 -8.420 5.226 0.14
H -2.958 -7.356 8.104 0.08
H -3.071 -9.046 7.634 0.08
H -4.402 -7.933 7.241 0.08
H -0.926 -7.235 6.796 0.09
C -2.778 8.589 4.017 -0.07
C -2.178 8.079 2.716 -0.50
C -1.482 9.194 1.952 -0.07
O -3.211 7.525 1.906 -0.07
H -3.531 9.362 3.825 0.08
H -3.287 7.779 4.550 0.08
H -2.006 9.008 4.670 0.08
H -1.463 7.277 2.930 0.14
H -2.188 9.988 1.687 0.08
H -1.066 8.814 1.013 0.08
H -0.671 9.630 2.544 0.08
H -3.850 8.230 1.711 0.10
C -2.257 0.632 3.113 -0.07
C -3.330 1.425 3.843 -0.50
C -4.376 0.508 4.456 -0.07
O -3.961 2.318 2.928 -0.07
H -2.690 0.050 2.292 0.08
H -1.517 1.305 2.667 0.08
H -1.741 -0.053 3.793 0.08
H -2.868 2.033 4.628 0.14
H -4.885 -0.078 3.682 0.08
H -5.148 1.093 4.967 0.08
H -3.924 -0.181 5.176 0.08
H -4.374 1.786 2.228 0.09
C 3.447 3.007 -8.988 -0.07
C 2.997 2.026 -7.918 -0.50
C 3.777 2.218 -6.627 -0.06
O 3.184 0.694 -8.389 -0.06
H 4.506 2.863 -9.232 0.08
H 2.886 2.850 -9.915 0.08
H 3.301 4.042 -8.662 0.08
H 1.927 2.158 -7.724 0.14
H 4.847 2.046 -6.786 0.09
H 3.451 1.497 -5.869 0.06
H 3.641 3.229 -6.230 0.08
H 4.131 0.568 -8.564 0.09
```

The calculation puts the HOMO energy at -9.61 eV. As for the SMILES: CB(O)C[C@H](C)Br.CC(C)O.CC(C)O.CC(C)O.CC(C)O.CC(C)O.CC(C)O.CC(C)O.CC(C)O. The lowest unoccupied orbital energy is 0.30 eV.

=====

Record 3
This record from the OMol25 dataset describes a cluster of 9 separate species, C28H75F6N3O16P in total at a distorted geometry. The level of theory is wB97M-V/def2-TZVPD.

XYZ file:
```
129
Properties=species:S:1:pos:R:3:lowdin_charge:R:1
P -3.582 -20.151 -6.972 0.26
F -4.588 -20.330 -5.573 -0.24
F -2.485 -21.289 -6.375 -0.23
F -4.453 -21.349 -7.662 -0.20
F -2.675 -19.837 -8.290 -0.21
F -4.544 -19.106 -7.685 -0.17
F -2.548 -19.106 -6.254 -0.20
C 0.489 -22.214 3.467 -0.06
O -0.032 -21.049 2.760 -0.18
C 0.201 -19.778 3.169 -0.28
C -1.020 -18.997 2.665 -0.19
N -0.965 -18.774 1.181 -0.06
C -1.280 -17.452 0.590 -0.17
C -0.431 -16.361 1.276 -0.19
O -1.169 -15.672 2.334 -0.20
C -0.572 -14.451 2.748 -0.14
H 1.420 -21.957 3.972 0.08
H 0.330 -23.176 2.981 0.09
H -0.065 -22.424 4.382 0.07
H 1.090 -19.253 2.822 0.12
H 0.201 -19.638 4.250 0.11
H -1.121 -18.063 3.219 0.10
H -1.981 -19.444 2.922 0.12
H -1.598 -19.476 0.825 0.10
H -2.343 -17.218 0.652 0.12
H -0.833 -17.509 -0.402 0.12
H -0.033 -15.544 0.675 0.11
H 0.474 -16.848 1.639 0.11
H 0.090 -14.700 3.577 0.08
H -1.330 -13.734 3.062 0.08
H 0.091 -13.837 2.138 0.08
C -11.516 -16.821 -10.430 -0.15
O -12.571 -17.034 -11.291 -0.19
C -13.799 -17.334 -10.619 -0.20
C -14.832 -16.218 -10.854 -0.18
N -16.182 -16.466 -10.196 -0.06
C -16.500 -15.223 -9.497 -0.22
C -18.021 -15.225 -9.099 -0.23
O -18.342 -16.014 -7.956 -0.19
C -18.521 -17.475 -8.150 -0.08
H -11.774 -16.392 -9.462 0.09
H -10.582 -16.389 -10.788 0.09
H -11.145 -17.839 -10.316 0.09
H -13.614 -17.269 -9.546 0.11
H -14.075 -18.339 -10.937 0.12
H -14.969 -16.057 -11.923 0.11
H -14.404 -15.269 -10.530 0.11
H -16.874 -16.389 -10.927 0.09
H -16.470 -14.489 -10.302 0.11
H -15.983 -15.153 -8.541 0.13
H -18.748 -15.219 -9.911 0.12
H -18.087 -14.170 -8.831 0.11
H -18.998 -17.749 -7.209 0.07
H -17.677 -18.157 -8.256 0.08
H -19.407 -17.676 -8.753 0.08
C -7.763 -30.007 -3.469 -0.08
O -8.371 -28.665 -3.519 -0.21
C -9.455 -28.521 -4.510 -0.21
C -9.484 -27.162 -5.157 -0.21
N -10.352 -26.204 -4.410 -0.05
C -9.919 -24.830 -4.459 -0.22
C -8.756 -24.708 -3.438 -0.18
O -8.911 -25.611 -2.282 -0.19
C -7.660 -25.694 -1.569 -0.10
H -8.477 -30.668 -2.979 0.08
H -6.965 -29.832 -2.747 0.08
H -7.432 -30.445 -4.411 0.08
H -10.450 -28.709 -4.109 0.12
H -9.418 -29.193 -5.368 0.11
H -9.843 -27.194 -6.186 0.11
H -8.407 -27.013 -5.228 0.12
H -10.086 -26.339 -3.445 0.06
H -10.656 -24.116 -4.092 0.10
H -9.801 -24.438 -5.469 0.12
H -8.874 -23.643 -3.235 0.12
H -7.876 -24.972 -4.025 0.12
H -7.786 -25.497 -0.505 0.07
H -6.897 -24.992 -1.904 0.09
H -7.262 -26.701 -1.441 0.07
C -3.198 -18.942 -13.660 -0.24
C -3.890 -20.126 -14.264 -0.26
O -3.074 -20.649 -15.314 -0.05
O -1.858 -19.232 -13.230 -0.08
H -3.664 -18.555 -12.754 0.12
H -3.051 -18.151 -14.396 0.12
H -4.849 -19.758 -14.626 0.12
H -4.158 -20.825 -13.471 0.12
H -2.230 -20.536 -14.871 0.06
H -1.975 -19.603 -12.353 0.09
C -2.549 -28.124 -5.607 -0.22
C -3.657 -27.349 -6.407 -0.25
O -3.545 -27.469 -7.784 -0.05
O -1.305 -28.143 -6.361 -0.06
H -2.869 -29.079 -5.191 0.10
H -2.437 -27.607 -4.654 0.10
H -3.416 -26.400 -5.928 0.12
H -4.652 -27.728 -6.177 0.11
H -4.270 -26.945 -8.133 0.10
H -1.591 -28.125 -7.277 0.06
C -1.221 -13.510 -6.726 -0.25
C -0.088 -14.430 -7.137 -0.22
O -0.511 -14.933 -8.437 -0.09
O -0.997 -12.277 -7.405 -0.08
H -0.965 -13.411 -5.671 0.11
H -2.220 -13.864 -6.982 0.13
H -0.238 -15.193 -6.373 0.11
H 0.894 -13.956 -7.146 0.12
H -1.094 -15.677 -8.270 0.08
H -1.366 -12.348 -8.288 0.08
C 1.575 -23.103 -12.259 -0.24
C 0.867 -23.148 -10.880 -0.25
O -0.487 -23.372 -11.081 -0.06
O 1.203 -24.219 -13.032 -0.08
H 2.658 -23.167 -12.154 0.12
H 1.323 -22.251 -12.890 0.11
H 1.124 -22.277 -10.277 0.12
H 1.251 -24.074 -10.453 0.12
H -0.922 -23.424 -10.227 0.10
H 0.254 -24.318 -12.924 0.07
C -8.482 -23.338 -11.796 -0.31
C -7.841 -24.625 -12.215 -0.23
O -7.830 -25.684 -11.241 -0.05
O -8.650 -22.501 -12.885 -0.06
H -8.038 -22.801 -10.958 0.12
H -9.490 -23.458 -11.399 0.11
H -6.848 -24.256 -12.473 0.12
H -8.380 -24.830 -13.140 0.12
H -8.284 -26.441 -11.618 0.08
H -8.928 -21.601 -12.699 0.09
```

The calculation puts the HOMO energy at -7.23 eV. The total charge is -1. The lowest unoccupied orbital energy is 1.85 eV. The calculation puts the energy above the lowest of the compared OMol25 structures with the same formula, charge and spin at 158.2 kcal/mol.